{"formula": "C57H120F9N7O7S3", "method": "ωB97M-V with the def2-TZVPD basis set", "mol_weight_g_mol": 1282.8, "total_energy_ev": -142746.108, "total_charge": 4, "symbols": ["C", "C", "C", "N", "C", "C", "C", "C", "C", "C", "H", "H", "H", "H", "H", "H", "H", "H", "H", "H", "H", "H", "H", "H", "H", "H", "H", "H", "H", "H", "C", "C", "C", "N", "C", "C", "C", "C", "C", "C", "H", "H", "H", "H", "H", "H", "H", "H", "H", "H", "H", "H", "H", "H", "H", "H", "H", "H", "H", "H", "C", "C", "C", "N", "C", "C", "C", "C", "C", "C", "H", "H", "H", "H", "H", "H", "H", "H", "H", "H", "H", "H", "H", "H", "H", "H", "H", "H", "H", "H", "C", "C", "C", "N", "C", "C", "C", "C", "C", "C", "H", "H", "H", "H", "H", "H", "H", "H", "H", "H", "H", "H", "H", "H", "H", "H", "H", "H", "H", "H", "C", "C", "C", "N", "C", "C", "C", "C", "C", "C", "H", "H", "H", "H", "H", "H", "H", "H", "H", "H", "H", "H", "H", "H", "H", "H", "H", "H", "H", "H", "C", "C", "C", "N", "C", "C", "C", "C", "C", "C", "H", "H", "H", "H", "H", "H", "H", "H", "H", "H", "H", "H", "H", "H", "H", "H", "H", "H", "H", "H", "C", "F", "F", "F", "S", "O", "O", "O", "C", "F", "F", "F", "S", "O", "O", "N", "S", "O", "O", "C", "F", "F", "F"], "xyz": [[8.685, -18.972, -7.134], [9.775, -18.068, -7.661], [10.664, -17.469, -6.613], [11.856, -16.600, -7.220], [12.643, -17.403, -8.177], [14.022, -16.756, -8.437], [14.779, -16.326, -7.242], [14.009, -15.374, -6.384], [12.720, -16.042, -5.998], [11.225, -15.426, -7.901], [8.036, -18.342, -6.526], [9.153, -19.770, -6.558], [8.144, -19.497, -7.921], [9.215, -17.327, -8.231], [10.317, -18.773, -8.291], [11.069, -18.194, -5.908], [10.050, -16.848, -5.961], [12.793, -18.401, -7.766], [12.042, -17.395, -9.086], [14.587, -17.528, -8.961], [13.846, -16.066, -9.262], [14.970, -17.213, -6.638], [15.769, -15.934, -7.472], [14.577, -15.081, -5.501], [13.725, -14.488, -6.953], [12.970, -16.908, -5.386], [12.041, -15.416, -5.419], [10.840, -15.721, -8.877], [11.974, -14.667, -8.123], [10.350, -15.007, -7.403], [14.891, -12.674, -18.543], [13.326, -12.619, -18.545], [12.813, -11.974, -17.267], [11.313, -11.811, -17.146], [10.650, -13.204, -17.156], [11.016, -13.979, -15.880], [10.873, -13.200, -14.549], [11.386, -11.777, -14.601], [10.914, -11.056, -15.875], [10.769, -10.869, -18.222], [15.261, -13.213, -17.672], [15.351, -11.694, -18.419], [15.318, -13.152, -19.425], [12.943, -13.603, -18.816], [13.079, -11.987, -19.398], [13.246, -10.985, -17.121], [13.223, -12.494, -16.401], [10.826, -13.774, -18.068], [9.577, -13.059, -17.026], [12.093, -14.148, -15.875], [10.517, -14.938, -15.740], [11.382, -13.823, -13.813], [9.828, -13.265, -14.246], [12.474, -11.710, -14.609], [11.069, -11.144, -13.772], [11.370, -10.067, -15.829], [9.831, -11.165, -15.836], [11.255, -9.901, -18.101], [9.690, -10.773, -18.100], [10.999, -11.245, -19.219], [21.590, -11.039, -13.899], [20.304, -10.683, -13.126], [19.668, -11.774, -12.193], [19.416, -11.272, -10.736], [18.321, -10.157, -10.734], [17.862, -9.776, -9.346], [17.326, -10.940, -8.577], [18.335, -12.102, -8.543], [18.947, -12.492, -9.902], [20.688, -10.785, -10.038], [22.161, -10.144, -14.144], [21.412, -11.620, -14.804], [22.267, -11.548, -13.212], [19.485, -10.362, -13.770], [20.560, -9.704, -12.720], [20.316, -12.650, -12.154], [18.680, -12.088, -12.529], [17.542, -10.463, -11.432], [18.744, -9.269, -11.203], [17.224, -8.921, -9.121], [18.791, -9.442, -8.883], [16.410, -11.280, -9.060], [16.969, -10.576, -7.614], [17.823, -12.915, -8.029], [19.112, -11.994, -7.785], [18.114, -12.951, -10.435], [19.723, -13.257, -9.925], [20.503, -10.683, -8.968], [21.179, -9.881, -10.398], [21.491, -11.482, -10.277], [7.387, -7.079, -10.887], [7.584, -8.266, -9.929], [7.523, -9.643, -10.630], [7.678, -10.938, -9.741], [9.110, -10.960, -9.084], [10.228, -11.262, -10.026], [9.878, -12.631, -10.759], [8.532, -12.565, -11.525], [7.352, -12.190, -10.599], [6.608, -10.900, -8.670], [8.272, -7.084, -11.523], [7.429, -6.211, -10.229], [6.435, -6.975, -11.408], [6.795, -8.215, -9.179], [8.451, -8.153, -9.278], [8.424, -9.693, -11.241], [6.553, -9.781, -11.107], [9.216, -9.988, -8.603], [8.997, -11.681, -8.275], [10.338, -10.455, -10.751], [11.205, -11.187, -9.547], [10.733, -12.844, -11.400], [9.901, -13.415, -10.002], [8.659, -11.786, -12.277], [8.364, -13.530, -12.003], [6.442, -12.014, -11.172], [7.168, -12.999, -9.891], [5.634, -11.060, -9.133], [6.550, -9.971, -8.103], [6.730, -11.683, -7.921], [17.200, -9.258, -17.260], [18.363, -8.306, -16.973], [18.000, -6.876, -17.474], [19.129, -5.909, -17.457], [18.543, -4.574, -17.989], [19.596, -3.421, -18.154], [20.809, -3.970, -18.986], [21.362, -5.265, -18.446], [20.249, -6.284, -18.397], [19.701, -5.811, -16.027], [17.210, -10.187, -16.690], [17.112, -9.389, -18.339], [16.256, -8.732, -17.117], [19.355, -8.628, -17.290], [18.279, -8.266, -15.887], [17.172, -6.400, -16.948], [17.648, -6.948, -18.503], [18.324, -4.729, -19.045], [17.636, -4.332, -17.435], [19.013, -2.655, -18.668], [19.893, -3.010, -17.190], [20.530, -4.106, -20.031], [21.630, -3.255, -19.039], [22.175, -5.698, -19.028], [21.849, -5.071, -17.490], [19.819, -6.359, -19.395], [20.685, -7.243, -18.118], [20.384, -6.630, -15.803], [18.912, -5.638, -15.295], [20.248, -4.868, -16.049], [17.877, -18.151, -18.382], [17.498, -17.087, -17.338], [17.688, -17.604, -15.915], [16.938, -16.819, -14.810], [17.352, -17.292, -13.362], [18.760, -16.776, -12.972], [18.908, -15.230, -13.107], [18.443, -14.787, -14.534], [17.060, -15.220, -14.920], [15.410, -17.098, -14.950], [17.708, -17.954, -19.441], [17.428, -19.088, -18.052], [18.915, -18.394, -18.154], [16.478, -16.823, -17.618], [18.147, -16.250, -17.595], [18.757, -17.591, -15.701], [17.491, -18.660, -15.731], [17.408, -18.379, -13.412], [16.677, -17.009, -12.555], [19.601, -17.279, -13.448], [18.879, -16.877, -11.893], [19.960, -15.000, -12.940], [18.252, -14.805, -12.347], [19.189, -15.171, -15.230], [18.477, -13.699, -14.569], [16.732, -14.780, -15.862], [16.401, -14.914, -14.107], [15.017, -16.619, -15.847], [14.842, -16.763, -14.082], [15.177, -18.160, -15.030], [11.892, -17.066, -13.495], [12.509, -15.962, -13.877], [10.892, -17.417, -14.393], [12.836, -18.027, -13.247], [10.914, -16.548, -11.842], [11.777, -15.666, -11.047], [9.771, -15.738, -12.261], [10.515, -17.789, -11.207], [15.283, -9.991, -13.578], [14.769, -9.473, -14.784], [16.189, -9.178, -12.966], [14.259, -10.252, -12.757], [16.138, -11.676, -13.974], [15.339, -12.398, -14.981], [17.495, -11.333, -14.386], [16.211, -12.407, -12.363], [15.016, -13.357, -12.144], [13.746, -13.137, -12.874], [15.384, -14.760, -12.067], [14.406, -12.846, -10.372], [14.391, -11.543, -10.305], [13.125, -13.322, -10.127], [15.325, -13.312, -9.475]]}